Below is C19H19Cl12N4O4V as an isolated structure, with properties calculated with ωB97M-V with the def2-TZVPD basis set.

Element x y z (Å)
1 O 2.2786 -3.0354 1.2075
2 V 3.4075 -1.8826 1.1642
3 N 1.0910 -0.2683 -0.3330
4 O 0.7558 0.8597 -0.6966
5 O 2.3303 -0.5885 -0.2553
6 O 0.2316 -1.1157 -0.0293
7 N 2.0844 -0.8309 2.6275
8 C 1.9663 0.5271 2.6664
9 C 0.9992 1.2123 3.3384
10 C 0.0321 0.4775 4.0411
11 C 0.2006 -0.8890 4.1481
12 C 1.2133 -1.4777 3.4140
13 H 2.6386 1.0911 2.0261
14 H 0.7995 2.2642 3.1871
15 H -0.7592 0.9798 4.5802
16 H -0.4041 -1.4499 4.8450
17 H 1.2514 -2.5616 3.4008
18 N -3.0326 3.0521 -4.5025
19 C -3.1190 1.9808 -3.6986
20 C -1.9793 1.4779 -3.0803
21 C -0.7777 2.0910 -3.3567
22 C -0.6793 3.1913 -4.1815
23 C -1.8603 3.5994 -4.8086
24 H -4.1537 1.7870 -3.4493
25 H -2.0048 0.5700 -2.4883
26 H 0.1390 1.6197 -3.0225
27 H 0.2517 3.7084 -4.3716
28 H -1.9493 4.3960 -5.5371
29 N -0.0980 -4.3140 1.7287
30 C -0.1077 -5.3969 2.5172
31 C -1.1735 -5.6549 3.3592
32 C -2.2541 -4.7933 3.3396
33 C -2.2937 -3.7485 2.4363
34 C -1.1705 -3.5419 1.6314
35 H 0.7719 -6.0236 2.4647
36 H -1.1625 -6.4916 4.0457
37 H -3.1014 -4.9417 3.9981
38 H -3.1753 -3.1287 2.3447
39 H -1.1863 -2.7324 0.9117
40 C 4.1979 1.2726 -2.2349
41 Cl 3.7079 1.2874 -3.9503
42 Cl 4.1718 2.8639 -1.5235
43 Cl 5.7773 0.4587 -2.0574
44 H 3.4737 0.6194 -1.7715
45 C -2.1690 1.7087 0.8777
46 Cl -2.0396 3.1115 1.9452
47 Cl -3.7127 1.7036 0.0105
48 Cl -2.0496 0.2553 1.8584
49 H -1.2903 1.7486 0.2409
50 C 0.8005 4.6397 -0.4739
51 Cl 1.8028 5.6309 -1.5171
52 Cl -0.4884 5.5178 0.3318
53 Cl 1.7934 3.8789 0.8133
54 H 0.3132 3.8538 -1.0397
55 C -0.0650 -1.6415 -3.3515
56 Cl 1.6117 -1.8310 -3.8397
57 Cl -0.6018 -3.0153 -2.3655
58 Cl -1.0845 -1.3573 -4.7819
59 H -0.1494 -0.7241 -2.7836

Forces on atoms 1 to 6 (eV/Å):
O 4.5 2.9 -0.3
V -8.0 -0.9 -0.5
N -4.4 -0.5 0.7
O 1.5 -0.7 0.0
O 3.4 -0.9 1.0
O 1.8 0.8 -0.3

Computed properties:
2S+1 ... 2
Expectation value of S² ... 0.877
Calculated total energy ... -210104.9492 eV
Charge ... +1


Below is C19H19Cl2CrN4O7S as an isolated structure, with properties calculated with ωB97M-V with the def2-TZVPD basis set.

Element x y z (Å)
1 Cr 0.2154 -1.2396 0.0452
2 O -0.8634 -3.1715 -3.2039
3 C -0.5695 -2.1992 -2.5285
4 O 0.4256 -2.1357 -1.7015
5 C -1.3745 -0.8972 -2.7327
6 C -0.4731 0.3424 -2.6637
7 C -1.1778 1.5599 -3.2747
8 C -2.1900 1.9249 -2.1592
9 C -1.9143 0.8199 -1.1385
10 O -0.4857 0.6582 -1.2571
11 C -2.4579 -0.5304 -1.6609
12 C -2.6904 -1.4898 -0.4877
13 O -3.8442 -1.7842 -0.1958
14 O -1.6531 -1.8447 0.1849
15 H -1.8463 -0.9948 -3.7094
16 H 0.5522 0.1768 -2.9832
17 H -1.6545 1.3126 -4.2233
18 H -0.4694 2.3702 -3.4468
19 H -3.2263 1.9207 -2.4954
20 H -1.9662 2.8993 -1.7261
21 H -2.1567 1.0593 -0.1046
22 H -3.4278 -0.3910 -2.1343
23 N -3.8914 -3.9740 4.3596
24 C -3.0785 -2.8700 4.0979
25 C -3.4059 -1.9810 3.0764
26 C -2.5700 -0.9219 2.7841
27 C -1.3922 -0.7515 3.4950
28 C -1.0551 -1.6289 4.5163
29 C -1.8984 -2.6799 4.8219
30 S -0.2934 0.5554 3.0873
31 O -1.0814 1.6589 2.5823
32 O 0.5481 0.8074 4.2297
33 N 0.5432 -0.1137 1.8653
34 C 1.7474 0.3264 1.4543
35 N 2.4868 1.2862 2.0266
36 C 3.6409 1.5625 1.4382
37 C 4.1056 0.9259 0.2943
38 C 3.2731 -0.0400 -0.2429
39 N 2.1210 -0.3462 0.3245
40 H -4.8310 -3.8966 4.0057
41 H -3.8630 -4.3115 5.3077
42 H -4.2862 -2.1398 2.4665
43 H -2.8290 -0.2387 1.9890
44 H -0.1358 -1.4752 5.0653
45 H -1.6381 -3.3737 5.6132
46 H 4.2267 2.3488 1.9054
47 H 5.0498 1.1846 -0.1593
48 H 3.5195 -0.5837 -1.1482
49 Cl 1.7913 5.3968 1.8238
50 C 0.7268 3.9641 1.7695
51 Cl 0.5961 3.3085 0.1355
52 H -0.2591 4.2586 2.1021
53 H 1.1605 3.2043 2.4078

Forces on atoms 1 to 6 (eV/Å):
Cr 0.0 0.0 0.0
O 0.0 0.0 0.0
C 0.0 0.0 0.0
O 0.0 0.0 0.0
C 0.0 0.0 0.0
C 0.0 0.0 0.0

Computed properties:
2S+1 ... 5
Energy above the lowest of the compared OMol25 structures with the same formula, charge and spin ... 0.0 kJ/mol
Expectation value of S² ... 6.011
Calculated total energy ... -104611.7051 eV
Charge ... -1


Below is a 2-piece molecular cluster, C19H19Cl2N2O overall, with properties calculated with ωB97M-V with the def2-TZVPD basis set.

Element x y z (Å)
1 C 2.6609 1.6297 -0.2119
2 C 2.2553 0.2133 -0.1988
3 N 1.0194 -0.2161 -0.0997
4 C 1.0350 -1.6803 -0.1759
5 C 2.4895 -2.1067 -0.2838
6 N 3.1865 -0.8172 -0.3093
7 C 4.5812 -0.6660 -0.3434
8 C 5.3975 -1.9246 -0.4241
9 O 5.1309 0.4332 -0.3123
10 H 3.7476 1.6972 -0.1648
11 H 2.3152 2.1176 -1.1331
12 H 2.2100 2.1525 0.6413
13 H 0.5690 -2.1058 0.7227
14 H 0.4692 -2.0381 -1.0478
15 H 2.7961 -2.6980 0.5857
16 H 2.6791 -2.6674 -1.2043
17 H 4.8092 -2.8426 -0.4762
18 H 6.0486 -1.8576 -1.3044
19 H 6.0586 -1.9636 0.4511
20 Cl -4.8594 -2.5121 4.2659
21 C -3.9119 -1.6083 3.1701
22 C -2.5272 -1.4807 3.3797
23 C -1.7527 -0.8086 2.4459
24 C -2.3223 -0.1789 1.2929
25 C -1.4163 0.4782 0.4081
26 C -1.7153 1.2444 -0.7507
27 C -0.6646 2.0635 -1.2522
28 C -0.8450 2.9668 -2.2841
29 C -2.1130 3.0781 -2.8825
30 Cl -2.3478 4.1784 -4.1664
31 C -3.1693 2.2605 -2.4506
32 C -2.9556 1.2991 -1.4650
33 C -3.7458 -0.2476 1.1713
34 C -4.5133 -0.9972 2.0592
35 H -2.0767 -1.9262 4.2628
36 H -0.6741 -0.7297 2.5923
37 H -0.4028 0.5867 0.7949
38 H 0.3119 1.9370 -0.7949
39 H -0.0213 3.5825 -2.6353
40 H -4.1469 2.3726 -2.9134
41 H -3.7414 0.5753 -1.2684
42 H -4.2632 0.3134 0.4016
43 H -5.5850 -1.1066 1.9076

Forces on atoms 1 to 6 (eV/Å):
C 0.0 0.8 0.2
C -1.7 -1.6 0.1
N 2.8 0.3 -0.5
C -0.5 -0.2 0.1
C 0.4 -0.2 0.0
N 0.8 0.3 0.0

Computed properties:
Energy above the lowest of the compared OMol25 structures with the same formula, charge and spin ... 74.6 kJ/mol
Calculated total energy ... -50076.6001 eV
Charge ... +1


Below is C19H19ClN6O8RuS3 as an isolated structure, with properties calculated with ωB97M-V with the def2-TZVPD basis set.

Element x y z (Å)
1 Ru 0.0073 0.0860 -1.1094
2 N 2.1525 1.0409 -4.7412
3 C 1.3702 0.6326 -3.7051
4 S 1.8410 1.1338 -2.1193
5 N 0.3142 -0.0882 -4.0367
6 N -0.4386 -0.4070 -2.9581
7 C -1.5502 -1.0402 -3.1339
8 C -2.2603 -1.4526 -1.9379
9 C -3.4438 -2.1785 -1.9601
10 C -3.9939 -2.5790 -0.7538
11 C -3.3527 -2.2546 0.4301
12 C -2.1827 -1.5079 0.3847
13 N -1.6573 -1.1205 -0.7750
14 H 3.0676 1.3906 -4.5253
15 H 2.0087 0.5950 -5.6310
16 H -1.8984 -1.2631 -4.1350
17 H -3.9115 -2.4158 -2.9055
18 H -4.9178 -3.1433 -0.7392
19 H -3.7571 -2.5486 1.3885
20 H -1.6603 -1.1840 1.2707
21 O 0.1390 3.4689 -0.7461
22 S -1.2003 3.1155 -1.1654
23 O -1.7656 3.9034 -2.2347
24 O -1.2501 1.6498 -1.5624
25 C -2.2375 3.3427 0.2421
26 C -2.6602 4.6366 0.4634
27 C -3.3723 4.9840 1.6051
28 C -3.6367 3.9890 2.5554
29 C -3.2318 2.6977 2.3593
30 C -2.5434 2.2723 1.1653
31 S 1.3897 1.3574 1.6690
32 O 2.4960 1.6031 0.8078
33 O -2.2367 1.1065 0.9894
34 O 0.4025 0.4016 1.2072
35 H -2.4241 5.3896 -0.2786
36 H -3.6973 6.0027 1.7622
37 H -4.1637 4.2514 3.4664
38 H -3.4300 1.9261 3.0925
39 Cl 3.8766 1.1787 5.5741
40 C 4.2387 -0.3063 4.6521
41 C 3.4989 -0.4286 3.3110
42 O 2.3340 0.0558 3.2576
43 O 4.0988 -1.0623 2.4352
44 H 3.9489 -1.1463 5.2818
45 H 5.3092 -0.3383 4.4758
46 C 3.6251 -3.6098 0.8807
47 N 2.6318 -3.0277 -0.0054
48 C 2.2856 -3.4895 -1.2506
49 C 1.3937 -2.5972 -1.7529
50 N 1.2033 -1.5959 -0.8306
51 C 1.9663 -1.8829 0.2101
52 H 3.7982 -4.6400 0.5754
53 H 3.2522 -3.5956 1.9028
54 H 4.5427 -3.0302 0.8420
55 H 2.6999 -4.3940 -1.6587
56 H 0.8998 -2.5944 -2.7073
57 H 2.0822 -1.2894 1.1015

Forces on atoms 1 to 6 (eV/Å):
Ru 0.0 0.9 0.2
N -0.2 -0.2 0.2
C 0.1 0.1 -0.3
S -0.2 -0.2 0.2
N 0.0 0.1 0.0
N -0.2 -0.2 -0.1

Computed properties:
2S+1 ... 2
Energy above the lowest of the compared OMol25 structures with the same formula, charge and spin ... 130.5 kJ/mol
Expectation value of S² ... 0.755
Calculated total energy ... -92944.9608 eV
Charge ... -1


Below is C19H19F2HgN as an isolated structure, with properties calculated with ωB97M-V with the def2-TZVPD basis set.

Element x y z (Å)
1 C 0.6336 -1.0094 -2.6211
2 C 0.2048 2.3084 -3.6019
3 C -0.5510 -1.0324 -3.3930
4 H 1.1966 -1.9645 -2.7089
5 C -0.8233 2.2706 -2.7402
6 H 0.4182 3.2216 -4.1634
7 H -0.7376 -1.9156 -4.0178
8 H -1.3380 3.1944 -2.4661
9 C -1.6627 -0.1308 -3.1277
10 H -2.5346 -0.7102 -2.7760
11 H -1.9788 0.3453 -4.0664
12 C 1.5271 0.2391 -2.7805
13 H 2.5786 -0.0682 -2.9361
14 H 1.5716 0.8377 -1.8573
15 C 1.1213 1.1808 -3.9595
16 H 0.7226 0.5700 -4.7802
17 H 2.0416 1.6005 -4.3977
18 C -1.3628 1.0118 -2.0981
19 H -2.3094 1.2529 -1.5851
20 H -0.6947 0.6192 -1.3209
21 Hg 0.9742 -0.9835 0.7471
22 H 0.6029 -1.2115 -0.9005
23 F 0.5460 3.9126 3.1620
24 C 0.6885 2.5521 3.3305
25 C 0.8860 1.7464 2.2035
26 C 0.8886 0.3737 2.4080
27 C 0.6604 -0.2288 3.6483
28 C 0.5366 0.6684 4.7372
29 F 0.3650 0.1967 6.0227
30 C 0.5496 2.0463 4.6151
31 C 0.3891 -1.6828 3.7143
32 C -0.0164 -2.3769 4.8518
33 C -0.3906 -3.7171 4.7799
34 C -0.4428 -4.3437 3.5309
35 C -0.0780 -3.6035 2.4025
36 N 0.4054 -2.3511 2.5308
37 H 0.9812 2.1973 1.2123
38 H 0.4217 2.6993 5.4799
39 H -0.0353 -1.8218 5.7753
40 H -0.6624 -4.2503 5.6918
41 H -0.7601 -5.3798 3.4273
42 H -0.1863 -4.0319 1.3990

Forces on atoms 1 to 6 (eV/Å):
C -0.6 -0.7 -4.5
C -0.6 0.3 0.0
C 2.4 -1.7 2.4
H -0.2 0.7 0.0
C 0.5 0.0 -0.2
H -0.1 0.0 0.5

Computed properties:
Calculated total energy ... -31106.5670 eV